Record 1
A cluster of 10 separate species, C17H46Cl10O14P2 in total in a non-equilibrium geometry, computed with wB97M-V/def2-TZVPD.

Each line ends with the Mulliken charge.
Geometry (Å):
C: 2.7937 1.3072 -4.2734  -0.719
O: 1.4507 1.5448 -3.9919  -0.219
P: 0.4132 1.5828 -5.2649  1.092
O: -0.9665 1.9624 -4.9060  -0.693
O: 1.0532 2.6576 -6.3091  -0.347
C: 0.1932 3.2620 -7.3392  -0.651
O: 0.5126 0.1147 -5.9058  -0.327
C: -0.2543 -0.9527 -5.3091  -0.646
H: 3.1066 0.4818 -4.9129  0.332
H: 3.0902 0.8748 -3.3178  0.272
H: 3.1958 2.2903 -4.5180  0.266
H: -0.7956 3.4091 -6.9047  0.320
H: 0.2326 2.6367 -8.2311  0.257
H: 0.5390 4.2678 -7.5777  0.236
H: 0.2697 -1.5357 -4.5517  0.259
H: -0.5989 -1.6216 -6.0978  0.234
H: -1.0393 -0.4518 -4.7426  0.329
C: 6.6286 0.8943 5.4757  -0.674
O: 5.7500 0.3576 4.5429  -0.306
P: 6.2068 -0.5557 3.2553  1.056
O: 5.0241 -0.9173 2.4574  -0.634
O: 7.0276 -1.8345 3.8131  -0.321
C: 6.6018 -2.6852 4.8895  -0.746
O: 7.3071 0.4213 2.5553  -0.309
C: 6.9086 1.4559 1.7562  -0.753
H: 7.6366 0.8185 5.0680  0.323
H: 6.6174 0.2008 6.3165  0.270
H: 6.4506 1.9148 5.8148  0.260
H: 7.3063 -2.8065 5.7124  0.289
H: 6.3643 -3.6754 4.5006  0.320
H: 5.5847 -2.5663 5.2628  0.334
H: 7.3646 1.3718 0.7698  0.274
H: 7.1380 2.4975 1.9813  0.276
H: 5.8531 1.3212 1.5200  0.339
Cl: -0.2571 -5.3038 5.7046  -0.135
C: -0.2469 -4.1498 6.9806  -0.202
Cl: -1.6563 -4.3625 7.9289  -0.147
H: 0.6684 -4.2886 7.5561  0.251
H: -0.3397 -3.1334 6.5979  0.233
Cl: -0.8061 -9.0586 -1.0256  -0.151
C: -0.5212 -7.5073 -0.1231  -0.233
Cl: 1.1865 -7.3424 0.5398  -0.153
H: -0.6048 -6.6284 -0.7623  0.244
H: -1.3465 -7.3897 0.5792  0.293
Cl: 5.3976 -4.6499 -1.7246  -0.148
C: 3.9043 -4.0991 -2.3464  -0.133
Cl: 3.2734 -5.4026 -3.3217  -0.151
H: 3.2876 -3.7802 -1.5061  0.238
H: 4.0922 -3.2291 -2.9755  0.195
Cl: -6.6669 3.2043 -2.5408  -0.127
C: -6.8566 1.5568 -3.0369  -0.208
Cl: -8.3091 0.7432 -2.3754  -0.166
H: -6.9581 1.5209 -4.1215  0.261
H: -6.0280 0.8920 -2.7928  0.241
Cl: -6.0015 -4.4862 -3.2653  -0.099
C: -7.2116 -5.6872 -3.1404  -0.252
Cl: -7.7241 -6.4945 -4.7100  -0.181
H: -6.8109 -6.4969 -2.5305  0.270
H: -8.1510 -5.2195 -2.8458  0.263
O: -1.3202 7.8347 -2.2439  -0.506
C: -1.9072 6.5921 -2.0262  -0.418
C: -1.7894 6.2205 -0.5533  -0.216
O: -0.7800 5.2359 -0.4558  -0.530
H: -0.7052 7.6839 -2.9654  0.318
H: -2.9684 6.6642 -2.2641  0.251
H: -1.6414 5.7351 -2.6451  0.330
H: -2.6509 5.7398 -0.0897  0.253
H: -1.6006 7.0819 0.0874  0.237
H: 0.0305 5.4775 -0.9100  0.285
O: -1.8836 0.5093 0.6734  -0.490
C: -0.8852 -0.5024 0.7963  -0.471
C: -1.5804 -1.8159 1.2642  -0.288
O: -2.1619 -2.2844 0.0947  -0.519
H: -1.6156 1.2548 0.1311  0.266
H: -0.2101 -0.6407 -0.0481  0.313
H: -0.2231 -0.1492 1.5870  0.334
H: -2.3622 -1.6211 1.9983  0.232
H: -0.7785 -2.4338 1.6683  0.305
H: -2.6294 -1.5923 -0.3787  0.316
O: -2.5543 2.1480 4.8137  -0.477
C: -3.7834 2.6646 5.2415  -0.259
C: -4.6354 3.2537 4.1325  -0.578
O: -5.2377 2.3074 3.3166  -0.499
H: -2.4122 2.4404 3.9104  0.296
H: -4.3724 1.9846 5.8569  0.278
H: -3.5013 3.4967 5.8867  0.258
H: -4.0488 3.8729 3.4538  0.360
H: -5.4861 3.7532 4.5960  0.301
H: -4.5852 1.8382 2.7916  0.318

Properties
- HOMO-LUMO gap: 9.961 eV
- SMILES: COP(=O)(OC)OC.COP(=O)(OC)OC.ClCCl.ClCCl.ClCCl.ClCCl.ClCCl.OCCO.OCCO.OCCO
- Electronic energy: -190841.0397 eV

---

Record 2
A structure of composition C34H37CeCl2N3O5S6 in a non-equilibrium geometry, computed with wB97M-V/def2-TZVPD.

Each line ends with the Mulliken charge.
Geometry (Å):
Ce: 0.6950 0.2302 1.4749  -0.161
N: -0.6618 2.5164 2.7103  0.283
C: -0.1001 3.7219 3.1745  0.311
C: -0.8416 4.7928 3.5821  -0.718
C: -0.2006 5.9555 4.0721  -0.730
C: 1.1570 6.0157 4.1663  -0.927
C: 1.9450 4.9217 3.7234  0.601
C: 3.3575 4.9281 3.7642  -0.708
C: 4.0404 3.8642 3.2620  -1.068
C: 3.3164 2.7982 2.6848  -0.161
N: 2.0091 2.7411 2.6340  0.654
C: 1.3196 3.7818 3.1912  0.097
H: -1.6676 2.4463 2.7944  0.038
H: -0.2616 1.7518 3.2496  0.351
H: -1.9228 4.7390 3.5594  0.491
H: -0.8075 6.7913 4.3944  0.393
H: 1.6501 6.8923 4.5661  0.406
H: 3.8735 5.7804 4.1901  0.419
H: 5.1204 3.8240 3.2744  0.428
H: 3.8528 1.9768 2.2285  0.247
C: -4.3223 1.9539 -2.9698  -0.626
C: -3.3211 2.7820 -2.1640  -0.975
S: -1.8638 1.9248 -1.5705  0.202
C: -0.9847 1.5133 -3.0850  -0.371
C: -1.4121 0.2553 -3.8558  -1.279
S: -1.5840 -1.2090 -2.8124  0.271
C: -3.2753 -1.8135 -3.0701  -0.808
C: -4.4004 -0.8475 -3.4226  -0.919
S: -4.8573 0.4025 -2.1943  -0.052
H: -3.9072 1.7138 -3.9478  0.273
H: -5.2117 2.5600 -3.1513  0.505
H: -3.7993 3.1685 -1.2616  0.363
H: -3.0331 3.6527 -2.7603  0.425
H: 0.0591 1.4101 -2.7828  -0.282
H: -1.0270 2.3774 -3.7542  0.756
H: -0.6434 0.0542 -4.6053  0.567
H: -2.3331 0.4244 -4.4071  0.308
H: -3.5175 -2.3081 -2.1269  0.345
H: -3.2699 -2.5901 -3.8389  0.486
H: -5.2925 -1.4575 -3.5781  0.465
H: -4.2249 -0.3444 -4.3732  0.462
C: -0.4739 -6.4987 -1.2008  -1.623
C: 0.1514 -5.7299 -0.0309  2.106
C: 1.0199 -6.6863 0.7975  -1.702
C: -0.9683 -5.1984 0.8636  -1.972
C: 1.0227 -4.6029 -0.5840  0.135
C: 2.1567 -4.9296 -1.3630  -0.254
C: 2.9835 -3.9721 -1.9034  -1.490
C: 2.6756 -2.6342 -1.6517  1.486
S: 3.4982 -1.2018 -2.1673  -0.482
C: 2.3267 -0.2512 -1.3525  -0.157
N: 1.3965 -0.9191 -0.7208  1.234
C: 1.5741 -2.2919 -0.8814  -1.606
C: 0.7367 -3.2749 -0.3566  -0.044
C: 2.3379 1.2161 -1.3010  -0.016
C: 3.0448 1.9870 -2.2245  -0.411
C: 2.9553 3.3676 -2.1616  -1.013
C: 2.1641 3.9655 -1.1846  -0.856
C: 1.4905 3.1863 -0.2491  -0.221
C: 1.5693 1.7985 -0.2971  1.052
H: -1.0871 -7.3220 -0.8273  0.444
H: 0.2880 -6.9217 -1.8572  0.354
H: -1.1088 -5.8461 -1.8033  0.308
H: 0.3934 -7.4599 1.2467  0.471
H: 1.5344 -6.1556 1.6001  0.342
H: 1.7729 -7.1850 0.1864  0.336
H: -1.5274 -6.0383 1.2802  0.477
H: -1.6740 -4.5791 0.3055  0.306
H: -0.5800 -4.6086 1.6959  0.400
H: 2.3837 -5.9709 -1.5514  0.418
H: 3.8377 -4.2536 -2.5039  0.416
H: -0.1260 -2.9757 0.2188  0.383
H: 3.6400 1.5179 -3.0008  0.443
H: 3.4871 3.9784 -2.8795  0.381
H: 2.0762 5.0449 -1.1456  0.489
H: 0.8858 3.6793 0.5015  0.297
Cl: -4.3543 -1.4916 1.9190  -0.187
C: -3.5085 -0.0593 1.3090  1.984
Cl: -4.1199 1.4360 2.0462  -0.223
C: -2.0250 -0.2328 1.5596  0.120
O: -1.5053 -0.0313 2.6775  -0.732
O: -1.3035 -0.5294 0.5542  -0.271
H: -3.6829 0.0112 0.2378  -0.974
O: 1.1022 -1.8202 2.3550  -0.234
S: 2.2124 -1.1758 3.1987  1.182
O: 1.5084 0.1051 3.6202  -0.376
O: 2.6863 -1.9815 4.2666  -0.748
S: 3.4808 -0.5564 1.7945  -0.333

Properties
- ΔE to the lowest compared entry with this formula, charge and spin: 0.0 kJ/mol
- HOMO-LUMO gap (alpha / beta): 6.952 / 7.004 eV
- Electronic energy: -153555.6279 eV

---

Record 3
An isolated molecule of C15H25NO2, computed with wB97M-V/def2-TZVPD.

Each line ends with the Mulliken charge.
Geometry (Å):
C: 1.8363 2.2460 -2.7027  -1.457
C: 1.1934 1.5131 -1.5229  -0.515
N: 2.0966 1.4669 -0.3862  0.357
C: 2.6473 0.1646 -0.0800  0.034
C: 3.6058 -0.3181 -1.1657  -1.558
C: 1.7277 2.2578 0.7657  -1.243
C: 0.7916 1.6055 1.8035  -0.598
C: -0.5763 1.2207 1.2519  0.310
C: -1.4450 0.5731 2.3307  -1.014
O: -2.7254 0.2107 1.8498  -0.457
C: -2.8744 -0.6942 0.8383  0.409
C: -4.0516 -0.5488 0.1100  -0.492
C: -4.3836 -1.4066 -0.9203  -0.531
C: -3.5206 -2.4323 -1.2503  -0.758
C: -2.3465 -2.6006 -0.5364  -0.607
C: -2.0089 -1.7581 0.5153  0.942
O: -0.8653 -1.9180 1.2622  -0.263
C: 0.0267 -2.9490 0.9241  -1.107
H: 2.7369 1.7359 -3.0299  0.320
H: 2.1062 3.2557 -2.4048  0.286
H: 1.1393 2.3000 -3.5359  0.432
H: 0.9143 0.4986 -1.8327  0.383
H: 0.2711 2.0381 -1.2583  0.367
H: 3.2047 0.2577 0.8554  0.463
H: 1.8617 -0.5977 0.0687  -0.095
H: 4.0914 -1.2378 -0.8468  0.458
H: 4.3667 0.4358 -1.3474  0.371
H: 3.0796 -0.5136 -2.0961  0.296
H: 2.6549 2.5305 1.2854  0.356
H: 1.2737 3.1814 0.4001  0.471
H: 1.2709 0.7131 2.2107  0.245
H: 0.6622 2.3131 2.6260  0.472
H: -0.4585 0.5103 0.4333  0.119
H: -1.0918 2.1031 0.8648  0.269
H: -1.6585 1.2931 3.1266  0.404
H: -0.9284 -0.2883 2.7641  0.286
H: -4.7027 0.2656 0.3867  0.433
H: -5.3051 -1.2663 -1.4637  0.377
H: -3.7525 -3.1105 -2.0573  0.378
H: -1.6927 -3.4159 -0.8022  0.395
H: 0.4088 -2.8389 -0.0966  0.409
H: 0.8540 -2.8597 1.6276  0.261
H: -0.4339 -3.9359 1.0354  0.390

Properties
- ΔE to the lowest compared entry with this formula, charge and spin: 203.9 kJ/mol
- HOMO-LUMO gap: 8.766 eV
- SMILES: CCN(CC)CCCCOc1ccccc1OC
- Electronic energy: -21544.6631 eV

---

Record 4
A structure of composition C37H26N7O3ReS2, computed with wB97M-V/def2-TZVPD.

Each line ends with the Mulliken spin population.
Geometry (Å):
Re: -0.3815 0.4424 -0.0702  0.067
N: 8.5734 -3.6408 3.0624  0.002
C: 7.5857 -3.1471 2.7465  -0.001
C: 6.3540 -2.5312 2.3405  0.006
C: 5.3651 -3.2970 1.7280  0.006
C: 4.1846 -2.6960 1.3252  0.048
C: 3.9795 -1.3337 1.5310  0.041
C: 4.9742 -0.5750 2.1456  0.033
C: 6.1571 -1.1673 2.5510  -0.002
C: 2.7309 -0.6853 1.0581  0.171
C: 1.8377 -0.1520 2.0006  -0.055
C: 2.0103 -0.1653 3.3986  0.211
C: 0.9056 0.4746 3.9643  -0.047
C: 0.0789 0.8348 2.9234  0.267
N: 0.6198 0.4764 1.7077  0.004
C: 2.5783 -0.4668 -0.3210  0.036
C: 3.6136 -0.6549 -1.3537  -0.010
C: 3.2227 -0.0153 -2.4516  0.021
C: 1.8728 0.5910 -2.1838  -0.044
N: 1.5239 0.1253 -0.8521  0.171
H: 5.5270 -4.3548 1.5718  0.000
H: 3.4111 -3.2873 0.8502  0.008
H: 4.8186 0.4870 2.2905  -0.006
H: 6.9334 -0.5815 3.0239  0.000
H: 2.8577 -0.5880 3.9119  0.002
H: 0.7237 0.6651 5.0092  0.003
H: -0.8750 1.3349 2.9705  0.021
H: 4.5362 -1.1934 -1.2013  -0.002
H: 3.7479 0.0668 -3.3901  -0.001
H: 1.1172 0.2732 -2.9068  0.001
C: -0.5356 -3.5273 1.9410  -0.005
C: -0.8285 -4.4121 0.9110  0.001
C: -1.0678 -3.9003 -0.3442  -0.005
C: -0.9961 -2.5264 -0.5663  0.008
N: -0.6541 -1.6779 0.4247  0.009
C: -0.4601 -2.1843 1.6590  0.008
C: -1.3262 -1.8736 -1.8296  -0.016
C: -1.7303 -2.5792 -2.9624  0.003
C: -2.0813 -1.9013 -4.1120  -0.004
C: -2.0357 -0.5140 -4.1095  0.002
C: -1.6330 0.1825 -2.9792  -0.013
C: -1.2568 -0.4738 -1.7950  -0.007
H: -0.3737 -3.8629 2.9550  -0.001
H: -0.8891 -5.4765 1.0929  0.000
H: -1.3323 -4.5559 -1.1594  0.000
H: -0.2559 -1.4846 2.4526  -0.013
H: -1.7753 -3.6602 -2.9552  0.000
H: -2.3967 -2.4417 -4.9939  0.000
H: -2.3233 0.0371 -4.9964  0.000
H: -1.6276 1.2620 -3.0505  0.001
O: -3.1358 1.0555 1.1647  0.009
C: -2.1110 0.8279 0.7039  0.013
N: 7.6066 2.0758 -5.2935  0.000
C: 6.5910 2.2858 -4.4129  0.000
C: 5.3900 2.8834 -4.8378  0.000
C: 4.3568 3.0750 -3.9514  0.000
C: 4.4904 2.6571 -2.6300  0.000
C: 5.6701 2.0661 -2.1907  0.000
C: 6.7111 1.8834 -3.0717  0.000
S: 3.1977 2.9398 -1.5054  -0.001
O: 2.7770 4.3052 -1.5688  0.002
O: 3.5095 2.3407 -0.2438  0.001
N: 1.8639 2.0769 -2.2026  0.023
C: 0.6200 2.6728 -2.0024  0.016
S: 0.2019 4.0763 -2.8590  0.006
C: -1.3165 4.1322 -2.0783  -0.003
C: -1.4426 3.0888 -1.2397  0.010
N: -0.3460 2.2399 -1.1881  0.005
H: 7.5835 2.5203 -6.1936  0.000
H: 8.5125 1.8099 -4.9513  0.000
H: 5.2887 3.2057 -5.8663  0.000
H: 3.4443 3.5557 -4.2814  0.000
H: 5.7589 1.7531 -1.1590  0.001
H: 7.6338 1.4313 -2.7304  0.000
H: -2.0249 4.9227 -2.2591  0.000
H: -2.3053 2.8710 -0.6336  -0.002

Properties
- ΔE to the lowest compared entry with this formula, charge and spin: 10.5 kJ/mol
- Net charge: +1
- HOMO-LUMO gap (alpha / beta): 6.027 / 6.005 eV
- Expectation value of S²: 0.870
- Electronic energy: -79159.9908 eV
- Spin multiplicity: 2